Record 1
# C17H22N2O3

A molecular structure, C17H22N2O3 (the ωB97M-V functional and the def2-TZVPD basis, OMol25).

The geometry in XYZ format:
```
44
Properties=species:S:1:pos:R:3:forces:R:3
C -4.310 -2.873 -0.126 -0.6553 -1.5764 -5.9445
H -3.346 -3.323 -0.725 -2.3681 0.9403 1.9394
O -4.447 -1.469 -0.680 -8.0338 -8.4945 -0.0566
C -3.574 -0.658 -0.487 3.2213 5.6182 -1.1755
C -2.387 -1.054 -0.007 2.4052 3.1411 2.6047
C -1.567 0.091 0.324 1.1944 1.4013 0.0144
C -1.925 1.334 -0.041 -1.8418 6.0405 -4.2082
C -3.081 1.729 -0.938 -1.1469 -0.5334 2.5960
C -3.996 0.686 -1.028 8.5181 -0.2575 3.1409
H -4.867 0.756 -1.407 -6.0949 0.3567 -2.7487
H -3.386 2.883 -1.176 1.0717 -3.1668 0.4002
N -0.867 2.385 -0.058 3.3700 -11.2518 3.9891
C 0.252 1.394 0.529 4.1574 18.5058 -2.7712
C -0.158 0.346 0.848 -6.8925 -16.7526 1.5025
C 0.475 -0.901 1.275 -0.6033 -5.0703 6.8779
O -0.194 -1.920 1.860 2.6316 5.2218 -3.7875
C 2.036 -1.011 1.647 -3.7361 13.4742 -2.1963
N 2.661 -0.542 0.453 3.0712 2.9050 1.1358
C 4.245 -0.366 0.493 -6.1316 -4.2746 10.5133
C 4.769 0.052 -0.621 3.2720 2.4940 -7.1563
H 5.840 -0.028 -0.744 0.4594 0.5640 0.7176
O 4.347 -0.730 -1.668 3.3385 -1.7774 -2.2399
C 3.061 -0.770 -1.935 -3.3976 -2.7970 -0.8963
C 2.309 -1.334 -0.553 0.0868 -1.8109 -8.4242
H 1.289 -1.213 -1.120 0.8797 -0.8095 2.3519
H 2.783 -2.393 -0.523 -1.3928 0.9268 0.0622
H 2.898 -1.748 -2.828 0.2652 3.3887 2.4799
H 2.716 0.277 -2.274 -0.2333 -1.5141 0.3026
H 4.396 1.001 -0.836 -0.0736 2.5258 -0.4346
H 4.426 0.172 1.442 0.0336 0.3842 -0.7114
H 4.537 -1.365 0.759 0.6780 -0.9002 -0.0064
H 2.269 -1.871 1.834 2.4445 -9.6169 3.0550
H 2.278 -0.075 2.387 -0.7645 -2.8819 -0.7484
C 1.481 2.098 1.027 1.7649 3.9630 -1.4693
H 1.554 2.180 2.140 0.1041 -0.5970 -0.9713
H 1.608 3.447 0.719 -0.8261 -4.2969 0.6695
H 2.364 1.656 0.482 -0.7343 0.5170 1.2615
C -0.727 3.713 0.005 1.2871 1.3525 -7.2858
H 0.037 3.961 -0.976 -1.4398 0.1330 2.9544
H -0.666 4.413 0.736 0.7143 1.2133 3.2075
H -1.604 3.909 -0.522 -2.0166 1.7940 -0.9013
H -2.276 -1.772 0.766 0.0503 -1.4890 -0.2913
H -4.292 -2.950 0.901 0.6576 0.4589 2.2820
H -5.306 -3.581 -0.431 2.7058 2.5487 0.3666
```
Forces are in eV/Å.

Calculated values
- 2S+1: 1
- Orbital gap: 0.2827 Eh
- Relative energy (zero: lowest compared OMol25 entry of this formula, charge and spin): 1743.9 kJ/mol
- Molar mass: 302.37 g/mol
- DFT total energy: -995.64879 Ha
- LUMO: 0.31 eV


Record 2
# C17H22N2O4

A molecular structure, C17H22N2O4 (the ωB97M-V functional and the def2-TZVPD basis, OMol25).

The geometry in XYZ format:
```
45
Properties=species:S:1:pos:R:3:forces:R:3
C -1.757 -2.487 1.772 -1.7664 -4.0906 -7.1097
O -0.883 -2.454 0.510 -1.4917 0.4640 2.2981
C 0.359 -1.748 0.539 -7.9470 -4.5332 -2.1088
C 0.770 -1.309 1.699 -4.5112 -0.3665 5.4411
C 1.967 -0.816 1.585 -1.7487 3.8785 19.1671
C 2.648 -0.641 0.634 10.0884 3.3115 -9.5775
C 2.120 -1.271 -0.403 5.8029 1.8242 -11.1657
C 0.954 -1.763 -0.730 -1.0625 -0.7442 2.7861
O 0.610 -2.294 -1.917 4.0071 0.8022 1.9092
C -0.633 -2.654 -2.174 -0.7390 0.1780 -2.7604
H -0.708 -2.637 -3.211 0.2418 -1.4787 -2.2502
H -1.163 -3.373 -1.718 -0.6071 -3.6245 1.8184
H -1.300 -1.929 -2.106 -2.9074 4.4355 1.4247
H 2.786 -1.012 -1.456 -1.5138 -1.1253 2.5214
C 3.931 0.283 0.415 -0.1667 -3.7414 7.3995
H 4.200 0.475 1.687 -0.4127 -0.5548 -3.4800
H 4.786 -0.368 0.066 -0.9589 1.4073 -0.2743
C 3.581 1.574 -0.099 4.4885 4.1857 -5.0513
N 2.366 2.148 0.034 -7.7347 -0.5209 6.9290
C 1.250 1.832 -0.684 1.4022 -0.2726 -7.2634
O 1.414 1.661 -2.087 -1.5493 0.6573 8.1034
C -0.182 1.738 -0.036 7.9382 0.2224 -6.2780
N -0.272 1.811 1.161 -2.6567 -0.3272 6.6840
O -1.628 1.446 1.492 1.3534 1.3385 -4.9812
C -2.174 1.319 -0.098 -4.0602 -1.4264 8.2544
C -1.177 1.315 -0.873 -1.7529 -0.6799 -3.8456
H -1.374 0.987 -1.919 1.2933 0.8160 0.7645
C -3.588 0.972 0.126 -0.4679 -4.3581 -3.5057
C -4.521 2.011 -0.121 4.8351 4.9499 -4.7131
H -4.210 2.829 0.525 -0.6075 0.6108 -0.1986
H -5.492 1.927 -0.252 -4.6367 -1.2439 0.2860
H -4.214 2.342 -1.366 -0.8703 -0.2350 3.4465
C -3.885 -0.316 -0.766 -4.9425 3.0338 -1.1681
H -4.983 -0.773 -0.730 2.1341 1.2969 0.4525
H -3.749 -0.135 -1.812 0.2232 0.4012 -0.8225
H -3.256 -1.013 -0.502 3.3719 -3.9991 1.4734
H -3.859 0.533 1.011 0.6670 -0.5799 3.1090
H 1.973 2.068 1.333 1.3181 0.5012 -4.8268
H 3.661 1.543 -1.247 0.4012 0.0800 1.2393
H 4.201 2.539 0.221 0.1625 -2.7234 -0.5426
H 2.373 -0.273 2.818 -0.8630 -1.4031 -3.6099
H 0.010 -1.241 2.881 2.7740 -0.4576 -4.4017
H -1.410 -3.103 2.507 1.2279 -1.6437 1.7603
H -2.087 -1.624 2.085 -0.8010 5.1262 1.6572
H -2.839 -2.929 1.338 3.0451 0.6089 1.0099
```
Forces are in eV/Å.

Calculated values
- 2S+1: 1
- Orbital gap: 0.3296 Eh
- Relative energy (zero: lowest compared OMol25 entry of this formula, charge and spin): 1997.0 kJ/mol
- Molar mass: 318.37 g/mol
- DFT total energy: -1070.78099 Ha
- LUMO: 0.27 eV